Entry 1:
Computed, not measured: a cluster of 40 separate species, H80O40 in total in a non-equilibrium geometry, with ωB97M-V/def2-TZVPD.

Each line ends with the Löwdin charge.
Atoms and positions in Å:
H -6.69 -0.60 0.78  -0.0839
H -6.37 -0.46 2.20  0.0308
O -6.83 -0.10 1.44  0.0276
H 4.19 1.32 -4.14  0.0338
H 2.97 2.19 -3.77  0.0687
O 3.27 1.21 -3.87  -0.0781
H 1.95 5.14 2.34  0.0080
H 0.25 4.99 2.58  0.0970
O 1.17 4.66 2.22  -0.0887
H -2.69 -3.52 -5.25  0.1098
H -1.88 -4.22 -4.24  0.0452
O -2.52 -3.50 -4.24  -0.0770
H -3.92 -3.53 0.07  0.1268
H -4.38 -4.94 0.37  0.0908
O -4.03 -4.20 0.90  -0.1124
H -0.63 -1.95 4.67  0.0714
O 0.25 -2.49 4.57  -0.1211
H 3.11 -0.01 -0.47  0.0042
O 3.40 -0.86 -0.72  -0.0066
H 3.54 3.36 4.08  -0.0100
H 2.96 2.32 3.12  0.0246
O 3.70 2.90 3.34  0.0184
H 4.83 1.10 2.76  0.0396
H 5.27 0.26 3.95  0.0418
O 5.50 0.40 3.00  -0.1195
H -1.41 -1.36 -2.25  -0.0097
H -1.95 -1.87 -3.43  0.0259
O -1.20 -1.29 -3.17  -0.0690
H -4.77 0.88 1.06  0.1302
H -3.32 1.17 1.16  0.0121
O -3.86 0.35 1.25  -0.1122
H 3.11 0.79 5.66  0.0803
O 3.66 0.26 5.00  -0.1171
H 4.37 2.70 0.92  0.0233
H 5.55 2.97 1.65  0.0561
O 5.30 2.95 0.68  -0.1243
H 0.69 0.41 3.20  0.0141
H 1.34 1.65 2.88  -0.0375
O 1.28 1.03 3.54  -0.0086
H -2.96 0.68 2.85  0.0469
H -1.67 -0.24 3.63  0.1155
O -2.45 0.43 3.67  -0.1286
H -3.12 1.55 -1.73  0.0475
H -2.87 2.58 -2.79  0.0230
O -3.35 2.43 -2.00  -0.0047
H 6.27 -1.06 2.26  0.0454
H 6.37 -0.54 0.78  0.0163
O 6.04 -1.28 1.30  -0.1340
H -2.88 -2.35 -0.11  -0.0642
H -1.88 -1.24 0.23  0.0620
O -2.63 -1.53 -0.41  -0.0452
H -2.50 -4.51 1.67  0.0488
O -1.66 -3.97 1.54  -0.0995
H -2.10 -1.42 -5.45  -0.0293
H -3.48 -1.62 -5.59  0.0761
O -2.81 -0.87 -5.68  -0.0435
H 1.31 2.64 0.32  0.1359
O 1.26 1.65 0.79  -0.1187
H -0.39 -3.23 0.05  0.0203
H 0.35 -2.24 -0.67  0.0320
O 0.17 -3.22 -0.74  -0.1305
H 0.41 -5.81 -1.83  -0.0587
H 1.48 -4.80 -1.07  0.1483
O 0.99 -5.81 -1.14  -0.0997
H -0.33 -0.58 -0.72  0.0256
H 0.79 -0.69 0.33  0.1081
O -0.23 -0.88 0.21  -0.1214
H 0.31 1.22 -1.82  0.0234
H 0.79 0.26 -3.01  0.0374
O 0.39 0.34 -2.16  -0.0250
H -4.87 -2.81 1.55  0.0033
H -4.86 -2.69 3.20  0.0553
O -5.33 -2.51 2.36  -0.0818
H 1.52 4.77 -3.14  -0.0623
H 1.54 6.19 -2.58  0.1376
O 1.94 5.56 -3.35  -0.0783
H 1.90 -2.49 -5.88  0.1164
H 0.78 -2.04 -4.69  -0.0312
O 1.32 -1.73 -5.44  -0.1216
H 2.43 -2.20 0.68  -0.0691
H 1.79 -3.45 1.37  0.0798
O 1.71 -2.59 0.95  0.0220
H 4.12 -2.89 3.74  -0.0251
H 3.09 -2.03 3.28  0.0565
O 3.51 -2.36 4.10  -0.0036
H -1.32 2.01 3.90  0.0377
H -0.04 2.33 4.57  -0.1163
O -0.47 2.49 3.91  0.0392
H -1.43 0.97 -5.79  0.0152
O -1.65 1.87 -5.99  -0.0268
H -0.34 3.11 -4.74  0.0439
H -0.01 4.54 -4.86  0.0883
O -0.60 3.95 -4.33  -0.0580
H -0.86 -4.54 1.59  0.0678
H 0.37 -3.37 5.05  0.0684
H 0.36 1.67 1.15  -0.0287
H 4.08 -0.69 -1.36  0.0474
H 3.03 -0.43 4.64  0.0404
H -2.57 2.07 -5.99  0.0370
O 3.89 3.88 -0.65  -0.1168
H 3.12 3.93 -0.06  0.0151
H 3.70 3.42 -1.58  0.1124
O 0.71 -3.40 -3.41  -0.0503
H 0.53 -2.50 -3.33  -0.0475
H 0.64 -3.65 -2.47  0.0037
O -2.61 -4.73 -1.75  -0.0365
H -2.52 -5.04 -2.72  0.0775
H -1.75 -4.52 -1.52  -0.0358
O -0.81 5.59 0.92  -0.0163
H -1.41 5.60 0.13  0.0942
H -0.29 6.27 0.76  -0.0473
O -0.68 3.44 -1.79  -0.0844
H -1.53 2.89 -1.86  0.0222
H -0.51 3.60 -2.71  -0.0496
O -3.69 -0.83 5.36  -0.1480
H -3.14 -1.22 4.57  0.0595
H -3.73 0.13 5.08  0.0377
O -1.26 2.40 1.00  -0.0521
H -1.23 3.25 1.49  0.0550
H -1.46 2.76 0.10  0.0396

- Highest occupied orbital energy: -9.5 eV
- ΔE to the lowest compared entry with this formula, charge and spin: 1651.0 kJ/mol
- Electronic energy: -3057.1285 Ha
- Frontier orbital gap: 9.0003 eV
- Multiplicity: 1



Entry 2:
Computed, not measured: a structure of composition C48H37N2O2Ru, with ωB97M-V/def2-TZVPD.

Each line ends with the Mulliken spin population.
Atoms and positions in Å:
Ru -0.34 -0.30 0.05  0.8368
O -0.41 -0.47 -1.91  0.0901
C 0.65 -0.73 -2.77  -0.0219
C 1.85 0.17 -2.42  -0.0073
C 2.58 -0.21 -1.16  0.0030
C 3.88 -0.68 -1.23  0.0010
C 4.56 -0.95 -0.06  -0.0017
C 3.94 -0.72 1.15  0.0033
C 2.62 -0.27 1.17  0.0138
C 1.98 0.11 2.47  -0.0124
C 0.62 -0.51 2.86  -0.0375
O -0.40 -0.07 2.01  0.0961
C 0.65 -2.04 2.88  0.0232
C -0.57 -2.72 2.88  -0.0023
C -0.61 -4.10 2.93  -0.0034
C 0.56 -4.84 2.97  -0.0010
C 1.78 -4.18 2.98  0.0008
C 1.82 -2.79 2.94  -0.0011
C 0.31 0.02 4.26  -0.0030
C -0.35 1.24 4.38  0.0059
C -0.60 1.79 5.63  -0.0008
C -0.19 1.14 6.78  0.0000
C 0.47 -0.08 6.67  -0.0001
C 0.72 -0.63 5.42  -0.0003
N 1.95 -0.06 0.02  -0.0105
C 0.13 -0.43 -4.18  -0.0036
C -1.16 -0.88 -4.49  -0.0047
C -1.71 -0.66 -5.74  0.0009
C -1.00 0.04 -6.71  -0.0002
C 0.27 0.49 -6.41  0.0003
C 0.83 0.26 -5.16  -0.0002
C 1.13 -2.19 -2.69  0.0222
C 1.73 -2.82 -3.78  0.0002
C 2.29 -4.09 -3.65  0.0009
C 2.25 -4.75 -2.43  -0.0006
C 1.63 -4.14 -1.35  0.0002
C 1.08 -2.88 -1.48  0.0011
H 1.47 1.19 -2.33  -0.0014
H 2.60 0.14 -3.22  -0.0006
H 4.34 -0.82 -2.19  -0.0002
H 5.58 -1.32 -0.09  0.0000
H 4.45 -0.89 2.09  -0.0001
H 1.79 1.19 2.45  0.0050
H 2.70 -0.06 3.27  -0.0027
H -1.48 -2.14 2.83  0.0053
H -1.57 -4.61 2.92  0.0001
H 0.53 -5.92 2.99  -0.0001
H 2.70 -4.74 3.02  0.0000
H 2.78 -2.30 2.97  -0.0001
H -0.70 1.73 3.48  -0.0033
H -1.13 2.74 5.70  0.0000
H -0.39 1.57 7.75  0.0000
H 0.79 -0.60 7.56  -0.0001
H 1.22 -1.59 5.35  0.0001
H -1.72 -1.40 -3.72  0.0029
H -2.71 -1.02 -5.95  0.0000
H -1.43 0.22 -7.68  -0.0001
H 0.84 1.04 -7.16  0.0000
H 1.83 0.64 -4.97  0.0001
H 1.77 -2.32 -4.74  -0.0001
H 2.75 -4.56 -4.51  0.0000
H 2.68 -5.74 -2.33  0.0000
H 1.58 -4.65 -0.39  -0.0001
H 0.60 -2.44 -0.62  0.0103
C -3.41 -3.32 -0.08  -0.0139
C -4.58 -2.56 -0.08  0.0162
C -4.49 -1.18 -0.04  -0.0160
C -3.23 -0.58 0.01  0.0347
C -2.05 -1.34 0.03  -0.0433
C -2.17 -2.72 -0.02  0.0446
C -2.99 0.85 0.00  -0.0091
C -4.01 1.84 -0.04  0.0053
C -3.67 3.15 -0.02  -0.0028
C -2.30 3.52 0.01  -0.0061
C -1.90 4.87 0.03  -0.0032
C -0.58 5.21 0.07  0.0020
C 0.39 4.19 0.08  -0.0024
C 0.04 2.87 0.06  0.0093
C -1.33 2.50 0.03  -0.0075
N -1.70 1.18 0.02  -0.0037
H -3.49 -4.40 -0.12  -0.0003
H -5.55 -3.04 -0.13  0.0011
H -5.40 -0.59 -0.05  -0.0005
H -1.28 -3.35 -0.02  0.0002
H -5.04 1.52 -0.06  0.0004
H -4.43 3.92 -0.04  -0.0003
H -2.67 5.64 0.02  -0.0001
H -0.27 6.24 0.08  0.0001
H 1.44 4.46 0.11  -0.0001
H 0.79 2.10 0.08  -0.0071

- Highest occupied orbital energy (alpha / beta): -7.6 / -7.6 eV
- ⟨S²⟩: 0.756
- ΔE to the lowest compared entry with this formula, charge and spin: 0.0 kJ/mol
- Electronic energy: -2206.2498 Ha
- Frontier orbital gap (alpha / beta): 7.3865 / 7.3503 eV
- Multiplicity: 2



Entry 3:
Computed, not measured: a cluster of 23 separate species, H46O23 in total in a non-equilibrium geometry, with ωB97M-V/def2-TZVPD.

Each line ends with the Löwdin charge.
Atoms and positions in Å:
O -4.79 -0.23 -0.49  -0.0710
H -4.27 -0.09 0.33  0.0155
H -5.53 -0.83 -0.31  0.0600
O -2.23 -2.11 3.85  -0.0437
H -1.61 -2.86 4.02  0.0483
H -2.41 -2.20 2.95  -0.0409
O -1.94 3.51 -1.51  -0.0451
H -2.32 4.34 -1.16  0.0661
H -1.05 3.79 -1.74  0.0069
O 3.34 -0.27 -0.30  -0.0811
H 3.01 0.40 -0.93  -0.0099
H 3.51 -1.11 -0.72  0.0014
O 0.49 -3.13 4.18  -0.0683
H 1.03 -2.71 3.49  0.0205
H 0.52 -2.41 4.85  0.0595
O 4.13 1.19 4.18  -0.0176
H 5.01 0.96 3.90  0.0769
H 4.27 1.75 4.92  0.0726
O 0.10 1.61 1.48  -0.0630
H -0.29 1.30 2.30  -0.0160
H 1.03 1.79 1.67  0.0107
O 1.77 -0.28 4.08  -0.0828
H 1.74 -0.85 3.32  -0.0222
H 2.73 0.02 4.19  0.0440
O 2.44 1.33 -2.11  -0.0664
H 2.78 1.90 -2.82  0.0621
H 1.77 0.77 -2.62  0.0552
O 0.35 -0.48 -2.91  -0.0630
H -0.31 -0.46 -3.60  0.0039
H 0.00 0.11 -2.23  -0.0008
O 1.52 2.66 -5.09  -0.0076
H 1.12 1.82 -5.33  0.0643
H 1.42 3.29 -5.74  0.0039
O -0.89 0.44 3.63  -0.0270
H -1.20 -0.43 3.71  -0.0152
H -0.11 0.46 4.18  0.0326
O -1.97 -0.07 -4.20  -0.0710
H -2.49 -0.28 -5.00  0.0686
H -2.62 0.32 -3.59  -0.0069
O 0.78 -3.46 -2.67  -0.0882
H 0.79 -2.53 -3.04  0.0434
H 0.44 -3.23 -1.78  0.0135
O -4.36 -0.37 2.07  -0.0659
H -3.72 0.13 2.64  0.0798
H -3.96 -1.24 1.86  0.0206
O 1.21 -1.12 1.54  -0.0781
H 0.80 -0.18 1.56  0.0671
H 1.96 -1.06 0.94  0.0285
O 3.36 -2.72 -1.91  -0.0972
H 3.84 -3.50 -1.65  0.0216
H 2.51 -3.18 -2.29  0.0561
O -3.00 -2.94 1.07  -0.0833
H -3.28 -3.89 1.02  0.0827
H -2.14 -2.93 0.55  0.0479
O -3.86 1.15 -2.72  -0.0998
H -3.69 2.05 -2.28  0.0788
H -4.34 0.72 -1.97  0.0217
O -0.48 -2.37 -0.36  -0.0391
H -0.73 -1.66 -0.94  0.0269
H -0.07 -2.03 0.44  0.0236
O 2.83 1.91 1.75  -0.0610
H 3.32 1.30 1.16  0.0449
H 3.32 1.86 2.59  0.0141
O 0.87 4.57 -2.67  -0.0699
H 1.70 4.70 -2.13  0.0776
H 1.20 3.87 -3.24  -0.0104
O -1.07 0.67 -0.84  -0.0519
H -1.62 1.20 -1.37  -0.0211
H -0.67 1.31 -0.16  0.0637

- Highest occupied orbital energy: -10.8 eV
- ΔE to the lowest compared entry with this formula, charge and spin: 40.1 kJ/mol
- Electronic energy: -1758.2061 Ha
- Frontier orbital gap: 10.7054 eV
- Multiplicity: 1



Entry 4:
Computed, not measured: a cluster of 2 separate species, C6H16 in total in a non-equilibrium geometry, with ωB97M-V/def2-TZVPD.

Each line ends with the Löwdin charge.
Atoms and positions in Å:
C 1.06 -1.29 1.00  -0.0749
C 0.27 -1.12 -0.32  -0.4470
C 1.22 -0.81 -1.49  -0.0803
C -0.48 -2.43 -0.62  -0.1107
H 0.76 -0.47 1.66  0.0575
H 2.14 -1.32 0.86  0.0690
H 0.85 -2.22 1.54  0.0685
H -0.52 -0.39 -0.17  0.0873
H 0.86 -0.06 -2.20  0.0719
H 2.14 -0.41 -1.08  0.0580
H 1.48 -1.68 -2.09  0.0752
H -1.28 -2.62 0.09  0.0743
H -0.89 -2.48 -1.61  0.0643
H 0.16 -3.31 -0.56  0.0789
C -0.80 3.29 0.23  -0.1602
C -1.20 2.12 1.13  -0.1657
H -1.25 3.26 -0.76  0.0598
H -0.95 4.26 0.68  0.0551
H 0.28 3.26 0.08  0.0607
H -0.36 1.72 1.68  0.0484
H -1.98 2.30 1.88  0.0639
H -1.59 1.32 0.50  0.0461

- Highest occupied orbital energy: -11.2 eV
- ΔE to the lowest compared entry with this formula, charge and spin: 54.8 kJ/mol
- SMILES: CC(C)C.CC
- Electronic energy: -238.1757 Ha
- Frontier orbital gap: 12.2366 eV
- Multiplicity: 1